Record 1
A 2-piece molecular cluster, C6H14O overall at a distorted geometry, computed with ωB97M-V/def2-TZVPD.

XYZ file:
```
21
Properties=species:S:1:pos:R:3:forces:R:3
H -0.490 -1.134 -1.582 -0.676 0.296 -2.011
H -0.565 1.743 0.306 -0.162 -0.748 0.693
H 1.790 1.104 -0.224 0.318 -0.664 -0.223
H -2.907 -0.250 -0.736 -0.002 -0.139 -1.145
H -1.455 -1.374 1.038 0.071 0.249 0.111
H 1.470 -1.022 0.595 0.747 0.100 0.062
H 1.885 -1.880 -0.912 -0.137 0.545 0.087
C -1.199 1.146 -0.355 -4.224 1.330 0.218
C -1.041 -0.553 0.415 0.961 -3.289 -0.396
C -2.313 0.189 0.027 1.490 3.563 0.577
H -0.331 -0.197 1.163 0.640 1.646 0.914
O 1.204 1.036 1.779 -0.898 -0.540 1.285
H 1.241 0.931 2.767 -0.035 0.279 -1.443
H -3.020 0.623 0.752 0.839 -0.811 0.710
H -1.491 1.698 -1.283 1.810 -1.590 -0.727
C -0.165 -1.340 -0.616 0.763 0.053 0.673
C 1.814 0.349 -1.037 -1.596 1.019 0.652
H -0.220 -2.416 -0.484 -0.464 -0.099 0.229
H 2.745 0.447 -1.559 0.711 -0.626 -0.011
C 1.342 -1.013 -0.486 0.038 -0.237 -0.067
H 1.096 0.768 -1.760 -0.197 -0.339 -0.186
```
Forces are in eV/Å.

As for the molecular weight: 102.2 g/mol. As for the spin multiplicity: 1. As for the HOMO energy: -7.2895 eV. The HOMO-LUMO gap comes out at 4.95 eV. The value obtained for the LUMO energy is -2.3348 eV. For the maximum force, the calculation gives 4.4 eV/A. Its energy relative to the best compared isomer or geometry (same formula, charge and spin) is 8.0235 eV.

These are the natural (NBO) partial charges, in e, on atoms 1 to 5: 0.1885 0.2906 0.2820 0.2319 0.3551

---

Record 2
C46H38BrGe2IN6O5S2V as an isolated structure at a distorted geometry, computed with ωB97M-V/def2-TZVPD.

XYZ file:
```
102
Properties=species:S:1:pos:R:3:forces:R:3
C -1.633 7.017 -1.471 -0.046 0.016 0.016
H -0.621 -1.169 -4.473 -0.002 -0.031 -0.045
H 2.552 -2.643 1.430 0.025 0.139 0.062
O 3.723 -0.552 0.569 -0.234 0.025 0.119
H 2.995 -3.806 0.184 0.011 -0.020 -0.027
N -6.362 1.859 -2.879 0.041 -0.034 0.044
C 0.543 -2.498 -3.245 0.001 0.251 0.379
H 2.052 2.213 1.986 -0.020 -0.011 -0.025
C 4.117 3.552 -2.418 -0.018 0.030 0.027
C -3.009 6.858 -1.497 0.001 0.011 -0.026
C 0.200 2.552 4.797 -0.057 0.039 -0.103
H -0.557 2.039 5.380 0.004 0.006 0.030
S 0.320 0.887 -2.753 0.095 0.379 -0.470
H -4.653 5.512 -1.196 -0.012 -0.009 0.010
H 0.236 -6.127 0.394 0.021 -0.019 0.012
C -1.400 4.747 -0.706 0.159 -0.379 0.024
C -5.489 1.376 -2.312 -0.424 0.345 -0.423
C -2.965 -2.225 -2.980 0.044 0.022 0.032
C 1.561 -3.448 -3.259 -0.090 0.066 0.080
H -4.570 -4.493 -0.311 0.005 -0.051 -0.012
C 0.402 -2.111 5.616 -0.007 0.002 0.050
H 2.338 -4.373 1.739 0.004 -0.019 -0.019
C 0.703 -2.352 -5.652 -0.015 -0.001 -0.043
C -4.766 -0.078 -0.491 -0.083 -0.570 0.320
C 2.939 2.823 -2.505 -0.001 -0.068 -0.045
H 2.524 -0.227 3.000 0.027 0.004 -0.023
C -4.426 0.779 -1.578 1.375 -0.270 0.350
C 1.743 -2.423 5.457 -0.024 -0.049 -0.013
C 1.928 -0.744 3.743 -0.022 -0.023 -0.057
H -1.963 1.317 3.877 -0.066 0.077 -0.092
C 1.656 2.648 2.893 0.007 -0.017 0.048
O 1.063 0.529 0.839 -0.184 -0.142 -0.259
O 4.328 -1.706 -1.506 -0.099 0.067 -0.169
H 1.913 -3.865 -2.322 0.076 -0.019 -0.042
N -3.232 1.074 -1.968 -1.167 0.978 -1.059
C -0.177 -1.110 4.848 0.044 0.049 -0.085
C 1.824 0.549 -2.023 0.637 -0.569 0.064
V -0.749 0.298 -0.743 5.276 -0.520 0.148
H 2.927 -4.594 -4.448 -0.002 -0.009 0.017
H 6.162 1.226 -1.001 0.007 0.032 0.027
H -3.216 3.635 -0.488 -0.004 0.021 0.042
C 2.282 -3.592 0.978 -0.237 0.073 -0.263
H -1.182 7.958 -1.752 0.027 -0.001 0.017
H 3.542 -2.000 4.362 0.008 0.004 0.014
C 2.134 -3.858 -4.454 0.076 -0.075 -0.023
C 0.106 0.392 1.611 -0.067 0.274 0.760
H -0.068 -3.208 2.828 0.063 0.020 0.026
H 0.402 4.138 6.221 -0.023 -0.008 -0.001
C 2.947 1.512 -2.053 0.187 0.339 -0.155
H -1.354 -4.191 2.125 0.027 -0.040 -0.070
C 0.135 -1.942 -4.456 -0.002 -0.092 -0.004
C -0.828 5.960 -1.076 0.138 -0.259 0.082
C -3.580 5.641 -1.158 -0.041 0.015 0.008
H -4.796 -2.475 -4.072 0.036 -0.017 -0.027
N -1.483 0.769 3.184 0.264 -0.159 -0.087
C -4.240 -2.740 -3.181 -0.046 0.117 -0.043
C -0.022 0.727 3.100 0.194 -0.175 0.361
Ge 0.420 -3.578 0.339 -0.239 -0.230 -0.181
H 4.136 4.580 -2.755 -0.001 0.002 -0.022
H -1.007 -5.489 -0.691 -0.003 0.035 0.001
Ge -0.304 -2.027 -1.516 -0.364 -1.324 -0.179
H -2.545 -1.563 -3.728 -0.012 -0.038 -0.032
C -4.114 -3.879 -1.077 -0.068 0.062 0.062
S 3.649 -0.624 -0.860 0.307 -0.093 -0.087
H 2.972 4.332 2.810 0.016 -0.009 0.002
C 0.586 -0.422 3.914 -0.110 -0.132 0.049
C -2.073 0.512 1.974 -0.498 0.289 0.154
C 4.096 0.967 -1.508 -0.370 -0.027 -0.048
N 2.061 -0.578 -1.422 0.475 0.314 0.104
H 0.659 -5.625 -1.251 0.037 0.030 0.009
Br 1.048 6.198 -1.044 -0.013 0.127 -0.044
C 0.626 2.020 3.582 -0.011 0.057 -0.175
C 5.271 2.984 -1.892 0.038 -0.034 -0.018
I -0.216 3.140 0.007 -0.161 1.196 0.140
H -3.637 7.690 -1.785 0.008 0.001 -0.045
C -2.842 -3.361 -0.880 -0.022 0.010 -0.091
N -5.054 -0.786 0.365 -0.205 -0.075 -0.250
C 2.500 -1.745 4.512 0.041 0.010 -0.071
C -0.712 -3.325 1.957 0.147 0.014 -0.208
N -1.077 0.021 1.118 -0.490 -0.188 1.476
H 6.180 3.568 -1.838 0.007 0.008 -0.001
C -2.232 -2.554 -1.840 0.391 0.039 0.378
C 1.729 4.387 4.555 0.010 0.042 0.003
C -2.777 4.586 -0.760 0.030 -0.082 0.012
H 0.369 -1.917 -6.586 -0.005 0.012 0.001
C -4.810 -3.581 -2.237 -0.070 0.002 0.110
H 2.141 5.318 4.922 0.021 -0.005 0.005
C 5.273 1.674 -1.422 0.124 -0.110 0.085
H 2.143 -3.640 -6.588 0.009 0.002 -0.002
C 2.190 3.837 3.371 0.048 -0.008 0.029
H -1.346 -2.444 1.882 -0.038 0.031 0.006
C 1.699 -3.318 -5.654 0.016 0.018 0.014
O -2.204 0.564 -1.347 -5.268 0.101 -1.172
H -1.225 -0.872 4.966 -0.025 -0.042 -0.006
C 0.035 -5.394 -0.389 0.057 0.287 0.163
H 2.196 -3.199 6.061 -0.006 -0.018 -0.011
H -5.804 -3.982 -2.389 -0.005 0.006 -0.035
H -0.204 -2.649 6.333 0.019 0.008 0.030
H -2.315 -3.599 0.036 -0.088 -0.029 -0.014
C 0.743 3.731 5.278 -0.017 -0.003 0.032
H 2.035 3.262 -2.904 -0.023 -0.020 -0.010
O -3.215 0.742 1.646 0.425 0.021 0.377
```
Forces are in eV/Å.

As for the molecular weight: 1222.0 g/mol. As for the spin multiplicity: 2. As for the HOMO energy (spin up / spin down): -8.2507 / -7.7396 eV. The HOMO-LUMO gap (spin up / spin down) comes out at 6.49 / 6.17 eV. The value obtained for the LUMO energy (spin up / spin down) is -1.7657 / -1.5679 eV. For the maximum force, the calculation gives 5.4 eV/A.

These are the Mulliken partial charges, in e, on atoms 1 to 5: -0.5697 0.2677 0.0566 -0.6104 0.4676